Computed, not measured: a structure of composition C3H2O4Pm, with the ωB97M-V functional and the def2-TZVPD basis.

CARTESIAN COORDINATES (ANGSTROEM)
Pm1 0.45417 0.32790 -0.10295
O1 -1.94201 0.29639 -1.05409
O2 1.14471 -0.15680 1.93363
O3 2.58122 -0.15731 -0.40782
O4 -4.17991 0.15726 -1.62092
C1 2.46723 -0.45534 1.92812
C2 3.17779 -0.44497 0.77416
C3 -3.07442 0.21031 -1.32271
H1 4.25395 -0.66145 0.76881
H2 2.94762 -0.68274 2.88835

Multiplicity   5
Gap between HOMO and LUMO (spin up / spin down)   5.9 / 6.9 eV
HOMO level (spin up / spin down)   -11.09 / -11.80 eV
Expectation value of S²   6.42
Net charge   +1

***

Computed, not measured: a cluster of 13 separate species, H26O13 in total, with the ωB97M-V functional and the def2-TZVPD basis.

CARTESIAN COORDINATES (ANGSTROEM)
O1 -5.04306 1.21651 14.10996
O2 1.71080 0.91433 15.63259
O3 -3.39417 3.28863 13.56863
O4 -3.21311 -2.03252 16.08114
O5 -1.35577 1.03628 14.28973
O6 -0.10097 3.04427 15.43325
O7 -0.71635 -0.06155 11.86052
O8 2.41472 3.47810 13.95931
O9 0.05425 4.75561 12.94327
O10 0.66907 2.32870 11.70881
O11 -3.15890 0.97751 16.32017
O12 -3.73290 -0.92116 13.47052
O13 -0.39940 -0.94526 15.73927
H1 0.06674 3.91542 15.87561
H2 -4.55442 0.40525 14.21441
H3 -0.31998 -1.74874 15.25896
H4 1.04760 0.28895 15.82249
H5 -2.98960 3.11367 12.73644
H6 -4.41633 1.87297 13.82094
H7 0.19564 3.03341 12.16481
H8 -2.84082 -1.34746 16.61504
H9 -1.03575 0.15403 12.76863
H10 0.01431 4.49145 13.90831
H11 0.43882 5.63155 12.96521
H12 -3.77545 -0.25864 12.79639
H13 -2.72256 1.50994 17.02030
H14 1.56498 3.16475 14.18784
H15 -4.00425 0.75692 16.69265
H16 -1.50805 -0.08982 11.34831
H17 0.14591 1.52881 11.87712
H18 -4.58057 -1.36860 13.41289
H19 -3.64563 -1.58440 15.35862
H20 0.47078 2.42459 15.77346
H21 -2.18490 0.91664 14.80752
H22 -1.10373 1.96826 14.38263
H23 3.01944 2.98692 14.50619
H24 2.40912 0.43506 16.10808
H25 -3.05150 4.12981 13.87226
H26 -0.90577 -0.31929 15.26623

Multiplicity   1
Gap between HOMO and LUMO   9.5 eV
ΔE to the lowest compared entry with this formula, charge and spin   54.7 kcal/mol
HOMO level   -9.77 eV
Net charge   0

***

Computed, not measured: a cluster of 13 separate species, C3H28NO15 in total, with the ωB97M-V functional and the def2-TZVPD basis.

CARTESIAN COORDINATES (ANGSTROEM)
O1 1.98736 -0.67290 -4.06603
O2 1.69087 -2.47199 -1.77560
O3 2.93891 0.35257 2.17252
O4 -0.82341 -4.27691 -0.03097
O5 0.65546 -0.47616 4.36437
O6 0.14683 3.90601 1.96120
O7 -2.82936 -1.27514 -2.41493
O8 1.41901 -1.73709 1.06691
O9 -0.01034 2.43535 -2.69501
O10 -3.95480 -0.26824 -0.29485
O11 -3.00283 -2.75793 1.15032
O12 0.15749 0.37489 0.00787
O13 1.75434 0.74027 -2.11658
O14 3.18642 2.61293 0.48738
O15 -0.68693 -0.38075 2.03879
N1 -1.17491 2.73939 0.44581
C1 -1.62899 1.54007 1.19827
C2 -0.13853 3.56103 0.85061
C3 -0.51148 0.39635 1.08304
H1 3.85798 0.15479 2.34319
H2 0.67184 -1.97086 1.63329
H3 1.82722 -1.52154 -1.83222
H4 -1.68626 -4.13379 0.39269
H5 -2.93065 -2.67122 2.09888
H6 1.14447 -0.37481 -3.73126
H7 1.27202 -0.02145 3.77410
H8 -2.58811 1.16806 0.94084
H9 1.32434 0.53370 -1.25791
H10 2.35041 -0.36077 1.87499
H11 -2.17383 -0.63863 -2.73132
H12 -3.18348 0.28658 -0.26463
H13 0.93111 2.47023 -2.51335
H14 1.51660 -2.80674 -0.89193
H15 -1.49489 1.87856 2.23529
H16 -0.60298 -3.38844 -0.33427
H17 2.85627 3.46257 0.78617
H18 1.04323 -0.92823 0.59955
H19 -0.39087 1.68954 -2.23441
H20 -4.14700 -0.58439 -1.17881
H21 -2.40678 -2.13180 -2.28944
H22 -1.29653 2.70526 -0.54932
H23 2.60599 1.14375 -1.91772
H24 -3.00868 -1.94865 0.62992
H25 0.33482 3.94865 -0.11666
H26 -0.03733 -0.67953 3.69004
H27 2.86571 1.88959 1.04880
H28 2.17028 -1.51216 -3.63759

Multiplicity   1
Gap between HOMO and LUMO   8.9 eV
ΔE to the lowest compared entry with this formula, charge and spin   98.0 kcal/mol
HOMO level   -6.54 eV
Net charge   -1

***

Computed, not measured: a cluster of 7 separate species, C2H18O6S in total, with the ωB97M-V functional and the def2-TZVPD basis.

CARTESIAN COORDINATES (ANGSTROEM)
S1 1.91709 -0.94121 1.48619
O1 -0.16822 2.81630 -0.41388
O2 -3.27817 -1.16615 1.14640
O3 -0.81214 -3.68932 -0.83190
O4 -1.90414 1.61498 1.77567
O5 -1.35527 -0.28998 -1.65854
O6 2.22453 1.57933 -1.76459
C1 1.37444 0.87617 1.64440
C2 1.63419 -1.10274 -0.28056
H1 -1.02109 2.67521 -0.04243
H2 0.31831 0.82867 2.17657
H3 -2.35702 -1.40115 1.33835
H4 -3.33241 -0.94190 0.18215
H5 1.48409 1.52601 0.66315
H6 2.17535 2.54417 -1.86702
H7 2.51872 -0.73046 -0.84444
H8 -1.87496 0.78992 1.20114
H9 -1.12502 -3.72894 0.05832
H10 0.09258 -3.71574 -1.00668
H11 -2.82637 1.51471 2.12591
H12 -0.38298 -0.17167 -1.75618
H13 0.59066 2.34024 -0.19548
H14 0.79270 -0.77490 -0.77403
H15 3.12576 1.30728 -1.88813
H16 -1.28778 -0.91719 -2.39327
H17 1.51931 -2.21300 -0.49106
H18 1.95786 1.37135 2.40994

Structure (SMILES)   CSC.O.O.O.O.O.O
Multiplicity   1
Gap between HOMO and LUMO   9.0 eV
ΔE to the lowest compared entry with this formula, charge and spin   44.8 kcal/mol
HOMO level   -8.74 eV
Net charge   0

***

Computed, not measured: a cluster of 3 separate species, C27H57FNO13PS2 in total, with the ωB97M-V functional and the def2-TZVPD basis.

CARTESIAN COORDINATES (ANGSTROEM)
S1 -0.16548 -1.01558 8.10924
S2 -1.89761 -5.55556 -4.74329
P1 2.78555 2.77114 2.47739
F1 -4.40325 1.55523 0.99626
O1 -4.20403 3.33753 -1.45758
O2 3.78814 1.58616 2.06990
O3 -0.97693 2.48557 -0.50167
O4 3.60247 -2.19929 -2.99237
O5 0.22130 2.36761 1.59939
O6 -1.12087 -5.01006 -3.59979
O7 -0.55797 0.41410 2.22995
O8 -1.13707 -0.55138 7.08733
O9 0.05910 -2.71009 3.86732
O10 1.20702 0.40689 0.79213
O11 3.53762 4.02980 2.57385
O12 4.47240 -0.92610 -1.31878
O13 2.12638 2.42204 3.87864
N1 -0.43596 0.39478 -1.30819
C1 1.10629 -0.62473 4.20490
C2 1.43288 2.98989 1.22997
C3 -0.97742 -0.88877 9.70879
C4 -0.48610 -0.99800 2.25660
C5 5.40627 -0.64090 -3.53352
C6 -0.92654 1.10073 -0.15526
C7 -3.03991 1.57146 1.25624
C8 2.09415 6.58126 0.11672
C9 -1.82152 2.82866 -1.58291
C10 -4.58610 3.30708 -2.81313
C11 0.65556 0.99315 -2.02505
C12 4.47289 -1.24034 -2.51333
C13 0.61602 -1.60594 3.15803
C14 1.97012 5.23592 0.20418
C15 -2.33812 0.65691 0.25871
C16 0.77555 -1.86370 -1.22124
C17 -2.90447 3.85836 -1.23134
C18 0.03694 1.04821 1.12811
C19 2.61968 -1.60741 -3.87796
C20 -1.26477 -7.20498 -5.07143
C21 -1.23874 -4.80018 -6.23542
C22 -0.54265 -1.05176 -1.37376
C23 -0.14751 -2.81150 8.04637
C24 1.25008 -2.26608 -3.71307
C25 -4.95295 1.90256 -3.27032
C26 1.01319 -2.88037 -2.34362
C27 1.13959 4.50861 1.21800
H1 -2.93378 1.14647 2.25171
H2 -1.42076 -1.32388 2.72053
H3 -1.53062 -7.83982 -4.22917
H4 -2.97820 0.55867 -0.61611
H5 2.58835 -0.53365 -3.69617
H6 -2.80564 4.19985 -0.20598
H7 -0.15585 -4.92452 -6.26220
H8 -0.58717 -3.15945 3.31736
H9 -5.03683 1.89158 -4.35511
H10 1.21340 2.73425 3.90587
H11 -1.16692 -3.19070 8.11924
H12 -2.79577 4.73670 -1.87099
H13 2.03233 -0.17553 3.85162
H14 1.64673 -1.24093 -1.03874
H15 0.35612 0.09765 4.49854
H16 5.92108 -1.43274 -4.06918
H17 2.97771 -1.73130 -4.90086
H18 -1.94167 -1.39579 9.67160
H19 -0.34170 -1.33390 10.47432
H20 0.66996 -2.48104 -0.32645
H21 0.93637 0.31890 -2.82694
H22 -1.72257 -7.59405 -5.98087
H23 0.08701 4.55778 0.90608
H24 3.06774 7.04828 0.06778
H25 -4.18370 1.17579 -3.01155
H26 -2.23870 1.98271 -2.11820
H27 -0.92852 -1.31274 -2.36458
H28 -1.48659 -3.74096 -6.21284
H29 0.28726 -3.10814 7.09343
H30 -1.25603 -1.48105 -0.68209
H31 -5.46948 3.92884 -2.96267
H32 -2.64779 2.58110 1.30813
H33 1.43066 -1.94124 2.51065
H34 1.18684 4.95842 2.19957
H35 -0.47152 -1.45983 1.27238
H36 1.86551 -3.48599 -2.05422
H37 1.18427 -3.05212 -4.46570
H38 6.07824 0.05234 -3.04567
H39 -2.32975 -0.33740 0.69194
H40 0.46219 -3.19658 8.86410
H41 0.39188 1.92833 -2.51367
H42 1.56558 1.17763 -1.44339
H43 1.80014 0.35148 1.55289
H44 3.98274 1.61870 1.12738
H45 -3.78155 3.66013 -3.46198
H46 0.13453 -3.52262 -2.40098
H47 -0.18038 -7.16774 -5.17591
H48 -1.17945 3.32752 -2.31789
H49 -5.87667 1.55880 -2.81557
H50 -1.69711 -5.26358 -7.10897
H51 0.48708 -1.53900 -3.98679
H52 -1.12589 0.16652 9.92691
H53 1.18824 7.17876 0.10197
H54 4.83552 -0.07893 -4.27027
H55 1.77697 2.76911 0.22158
H56 1.37102 -1.19126 5.09425
H57 2.48192 4.62928 -0.54312

Multiplicity   1
Gap between HOMO and LUMO   8.4 eV
HOMO level   -8.01 eV
Net charge   0

***

Computed, not measured: a cluster of 2 separate species, C4H11N3O2 in total, with the ωB97M-V functional and the def2-TZVPD basis.

CARTESIAN COORDINATES (ANGSTROEM)
O1 0.01229 -1.93723 1.17871
O2 1.50211 -0.31114 0.97592
N1 -2.08560 -0.55691 -1.43604
N2 -0.70585 0.95420 -0.47023
N3 -1.56302 1.52038 -2.51182
C1 1.21714 -1.39578 1.42472
C2 2.00755 -2.19570 2.40830
C3 0.43888 1.88191 -0.37182
C4 -1.50979 0.57540 -1.50250
H1 -0.88787 0.55715 0.43316
H2 0.96628 1.92037 -1.31775
H3 -2.72705 -0.87136 -2.14512
H4 -0.49333 -1.39843 0.54992
H5 1.01739 1.62153 0.49370
H6 -0.06656 2.81601 -0.09663
H7 -1.50337 2.50260 -2.31146
H8 3.00504 -1.78245 2.53470
H9 2.11763 -3.23070 2.10459
H10 -2.20791 1.36501 -3.26881
H11 1.46602 -2.03487 3.32844

Structure (SMILES)   [H]/N=C(\N)NC.CC(=O)O
Multiplicity   1
Gap between HOMO and LUMO   9.3 eV
ΔE to the lowest compared entry with this formula, charge and spin   22.7 kcal/mol
HOMO level   -8.40 eV
Net charge   0